73
Properties=species:S:1:pos:R:3:forces:R:3:lowdin_charge:R:1 method="wB97M-V/def2-TZVPD" homo_energy_ev=-10.37 molar_mass_g_mol=811.28 relative_energy_kcal_mol=158.67 total_charge=+1
Tl -0.267930 1.303580 -0.398995 -0.08 -0.23 0.09 0.952
C 6.727480 -0.135490 -3.678455 -1.35 -0.59 0.36 0.038
C 5.393750 -0.241480 -3.177065 -1.41 2.72 -0.11 -0.268
C 4.806190 -1.722830 -2.941695 -1.54 2.20 1.08 -0.261
O 3.670060 -1.753800 -2.536815 0.05 -0.72 0.01 0.202
C 5.654100 -2.825540 -3.067435 -0.73 -1.03 0.79 0.140
C 6.948900 -2.661110 -3.492945 4.41 -4.63 -1.37 -0.202
C 7.509450 -1.282260 -3.810375 4.36 1.98 -2.30 -0.276
O 8.697940 -1.066250 -4.310075 -3.76 -1.79 1.88 0.084
O 7.615690 -3.789780 -3.648895 -2.04 4.68 0.52 0.141
O 4.638550 0.721840 -2.937345 1.81 -2.59 -0.66 0.113
H 6.992220 0.829070 -4.085815 0.41 -0.08 0.22 0.135
H 5.316230 -3.817220 -2.805125 -0.26 -0.13 -0.39 0.157
C -1.423170 2.730440 7.566475 0.75 -1.18 0.10 -0.279
S -1.038430 3.384310 5.910215 -1.68 -0.60 -1.68 0.838
O -0.899280 2.266770 4.887295 0.36 0.77 1.42 -0.585
C -2.732000 3.991690 5.523585 -0.22 0.19 0.59 -0.263
H -1.678190 3.463250 8.332025 0.10 0.28 -0.40 0.057
H -0.481510 2.247760 7.827965 0.32 0.33 0.26 0.038
H -2.088380 1.870050 7.639405 -0.60 0.31 -0.65 0.060
H -3.103220 4.488440 6.419985 -0.10 0.18 -0.08 0.040
H -3.396300 3.160580 5.286835 0.36 -0.39 0.27 0.054
H -2.825850 4.657600 4.665765 0.70 0.13 0.11 0.045
C -3.827050 -4.163430 2.734445 0.43 -0.49 0.44 -0.244
S -2.151430 -3.746720 3.466565 -0.28 1.14 -0.54 0.831
O -1.456460 -2.625860 2.722955 -0.74 -0.98 0.21 -0.595
C -2.661450 -2.933560 5.050805 0.39 -1.07 -1.16 -0.245
H -4.291610 -3.521290 1.986145 0.38 0.61 0.43 0.054
H -4.450900 -4.317970 3.614805 -0.26 0.17 -0.14 0.035
H -3.742030 -5.136200 2.250115 0.33 -0.05 0.07 0.031
H -3.010310 -3.715360 5.725475 -0.14 0.16 0.06 0.045
H -3.394810 -2.152380 4.850715 0.30 0.06 0.17 0.058
H -1.658050 -2.617170 5.335755 -0.37 0.52 0.37 0.040
C -1.792060 -4.861950 -3.272125 -0.78 0.21 -0.12 -0.271
S -2.694060 -3.499390 -4.105335 1.39 1.56 0.63 0.833
O -2.456120 -2.227680 -3.267945 -0.21 -1.84 -1.18 -0.609
C -1.516840 -3.429740 -5.587835 -1.47 0.28 2.02 -0.222
H -0.718210 -4.678890 -3.234375 -0.15 0.06 0.08 0.053
H -2.036450 -5.795060 -3.779755 0.18 0.03 -0.24 0.049
H -2.254180 -4.942510 -2.288225 0.28 0.19 0.10 0.044
H -1.694920 -4.424540 -5.996225 0.57 0.27 -0.53 0.044
H -0.558410 -3.217390 -5.114115 0.12 -0.31 -0.43 0.045
H -1.866800 -2.574120 -6.165365 0.10 -0.37 -0.27 0.044
C 5.507400 -0.320600 5.181145 -0.21 -0.24 -0.32 -0.275
S 5.284110 0.831290 3.756345 -2.50 0.78 0.73 0.852
O 3.842730 0.655730 3.188215 2.72 0.02 1.09 -0.606
C 5.091470 2.393400 4.797015 -0.16 -0.17 -0.92 -0.241
H 4.691900 -0.332900 5.904265 -0.35 0.33 -0.38 0.054
H 6.407640 -0.120920 5.762355 0.24 0.23 -0.44 0.053
H 5.570120 -1.309800 4.727665 0.10 0.00 0.07 0.040
H 5.972080 2.981270 5.055935 0.42 -0.75 0.21 0.047
H 4.465310 2.146630 5.654415 0.10 0.07 -0.10 0.046
H 4.569830 3.069720 4.119825 -0.39 -0.27 -0.01 0.036
C -7.266830 0.919810 -0.383995 -0.19 0.31 -0.37 -0.269
S -6.613730 1.195320 1.311655 1.51 0.60 -1.76 0.844
O -5.096490 1.190250 1.116035 -1.64 0.04 0.52 -0.600
C -7.127040 2.949930 1.387625 -0.40 -0.31 0.56 -0.268
H -6.803780 1.555570 -1.138645 0.67 0.26 0.44 0.055
H -8.311610 1.215610 -0.479025 -0.23 -0.50 0.47 0.047
H -7.085920 -0.099300 -0.725755 -0.18 -0.07 0.44 0.049
H -8.190100 3.037750 1.163405 0.01 -0.16 -0.37 0.048
H -6.519580 3.570530 0.728875 0.02 -0.19 0.07 0.060
H -7.079400 3.263900 2.430345 0.52 0.06 -0.04 0.042
C 1.842150 1.967170 -7.943355 0.05 0.06 0.36 -0.263
S 0.390030 2.520480 -6.944695 0.87 -0.36 1.10 0.833
O 0.542690 1.798730 -5.598305 -0.12 1.15 -1.64 -0.605
C 0.856730 4.320840 -6.717105 -0.04 -1.21 -0.17 -0.239
H 1.745260 0.886440 -8.046995 -0.14 0.06 0.13 0.043
H 2.767530 2.182040 -7.408935 -0.11 0.02 0.21 0.052
H 1.930300 2.390880 -8.943755 -0.46 0.25 0.08 0.051
H 1.261780 4.667750 -7.667735 -0.16 0.11 0.04 0.044
H 1.613430 4.393490 -5.935935 -0.08 -0.09 -0.01 0.052
H -0.062190 4.840560 -6.445865 0.18 0.01 -0.04 0.039